(1)
{
  "formula": "C33H72N2O9",
  "method": "wB97M-V/def2-TZVPD",
  "elements": ["C", "C", "C", "C", "C", "O", "O", "C", "C", "N", "C", "C", "C", "N", "O", "C", "C", "C", "O", "H", "H", "H", "H", "H", "H", "H", "H", "H", "H", "H", "H", "H", "H", "H", "H", "H", "H", "H", "H", "H", "H", "C", "C", "O", "C", "C", "H", "H", "H", "H", "H", "H", "H", "H", "H", "H", "C", "C", "O", "C", "C", "H", "H", "H", "H", "H", "H", "H", "H", "H", "H", "C", "C", "O", "C", "C", "H", "H", "H", "H", "H", "H", "H", "H", "H", "H", "C", "C", "O", "C", "C", "H", "H", "H", "H", "H", "H", "H", "H", "H", "H", "C", "C", "O", "C", "C", "H", "H", "H", "H", "H", "H", "H", "H", "H", "H"],
  "positions_angstrom": [[4.992, -1.628, 3.123], [4.295, -2.050, 2.084], [3.304, -1.150, 1.364], [3.647, -0.853, -0.112], [3.771, -2.186, -0.933], [2.977, -3.021, -1.058], [4.980, -2.285, -1.563], [5.967, -1.350, -1.066], [6.849, -2.063, 0.017], [6.644, -3.515, 0.102], [6.700, -0.838, -2.329], [8.070, -0.171, -2.036], [9.226, -1.102, -2.465], [10.469, -1.164, -1.708], [9.159, -1.821, -3.401], [5.011, -0.241, -0.502], [5.691, 0.841, 0.386], [4.717, 1.777, 1.143], [4.787, 1.595, 2.559], [5.965, -2.055, 3.379], [4.565, -0.848, 3.759], [4.453, -3.092, 1.785], [3.160, -0.248, 1.972], [2.324, -1.667, 1.367], [2.771, -0.409, -0.606], [6.691, -1.674, 1.029], [7.927, -1.954, -0.190], [5.696, -3.735, 0.374], [6.897, -3.949, -0.777], [6.095, -0.098, -2.873], [6.776, -1.702, -3.005], [8.182, 0.749, -2.632], [8.209, 0.042, -0.967], [10.655, -0.218, -1.364], [10.262, -1.724, -0.878], [4.745, 0.349, -1.399], [6.456, 0.398, 1.045], [6.263, 1.488, -0.304], [4.931, 2.844, 0.953], [3.663, 1.617, 0.867], [5.592, 1.125, 2.806], [-3.567, -1.299, 0.661], [-2.409, -0.504, 1.239], [-1.291, -1.299, 1.594], [-0.679, -2.022, 0.541], [-0.129, -1.141, -0.567], [-3.855, -2.107, 1.337], [-4.431, -0.651, 0.499], [-3.307, -1.753, -0.297], [-2.738, -0.019, 2.160], [-2.106, 0.297, 0.556], [-1.371, -2.770, 0.139], [0.145, -2.577, 0.994], [-0.925, -0.615, -1.098], [0.415, -1.746, -1.295], [0.547, -0.387, -0.157], [-8.050, -0.464, 2.312], [-7.791, 0.782, 1.483], [-7.445, 0.505, 0.136], [-8.414, -0.184, -0.635], [-9.729, 0.563, -0.773], [-7.202, -1.149, 2.252], [-8.215, -0.198, 3.357], [-8.932, -1.003, 1.963], [-6.942, 1.318, 1.911], [-8.645, 1.467, 1.524], [-8.575, -1.190, -0.232], [-7.974, -0.314, -1.625], [-10.242, 0.660, 0.186], [-10.396, 0.033, -1.454], [-9.560, 1.571, -1.158], [8.972, 1.555, -7.281], [9.993, 2.436, -6.582], [10.279, 2.032, -5.255], [10.827, 0.731, -5.099], [12.163, 0.554, -5.798], [8.060, 1.477, -6.686], [8.720, 1.969, -8.259], [9.350, 0.543, -7.436], [9.596, 3.450, -6.509], [10.917, 2.505, -7.167], [10.103, -0.025, -5.418], [10.974, 0.585, -4.028], [12.064, 0.623, -6.883], [12.585, -0.425, -5.565], [12.867, 1.326, -5.483], [-7.900, 5.812, -1.523], [-6.425, 5.680, -1.859], [-5.579, 5.677, -0.723], [-5.785, 4.626, 0.206], [-5.572, 3.241, -0.379], [-8.075, 6.689, -0.898], [-8.491, 5.907, -2.436], [-8.270, 4.941, -0.977], [-6.120, 6.539, -2.458], [-6.242, 4.791, -2.473], [-6.779, 4.710, 0.660], [-5.063, 4.789, 1.008], [-6.316, 3.005, -1.141], [-5.649, 2.484, 0.401], [-4.588, 3.168, -0.846], [-8.465, -1.663, 6.637], [-9.843, -1.330, 6.089], [-10.277, -2.218, 5.073], [-10.408, -3.580, 5.440], [-11.418, -3.820, 6.549], [-7.735, -1.728, 5.828], [-8.142, -0.895, 7.342], [-8.459, -2.620, 7.162], [-9.810, -0.339, 5.634], [-10.584, -1.280, 6.893], [-9.430, -3.998, 5.703], [-10.738, -4.103, 4.541], [-11.098, -3.370, 7.491], [-11.547, -4.890, 6.719], [-12.385, -3.385, 6.289]],
  "forces_ev_per_angstrom": [[0.3, 0.3, 0.8], [-0.2, 0.1, -0.6], [-1.0, -1.1, 0.6], [1.0, -1.8, -0.3], [2.3, 2.4, 0.7], [-2.6, -2.3, -0.2], [0.1, 0.0, 0.2], [-1.4, 0.9, 0.1], [0.3, -1.0, -0.2], [0.6, 0.6, 0.2], [0.3, 0.1, 0.2], [0.5, -0.8, -0.2], [0.7, 0.2, 0.9], [-0.8, 1.0, 0.4], [-0.8, -0.8, -1.3], [0.0, 2.0, -0.3], [-0.1, 0.1, -0.6], [0.4, 0.0, 0.6], [-0.2, 0.0, 0.1], [-0.7, -0.5, 0.5], [0.7, 0.5, -0.5], [0.2, 0.5, -0.8], [0.2, -0.1, -0.4], [0.2, 0.3, -0.2], [0.5, 0.5, 0.3], [-0.1, 0.2, -0.4], [-0.4, 0.3, 0.0], [0.1, -0.2, -0.4], [-0.4, -0.1, 0.1], [-0.2, -0.4, 0.4], [0.4, 0.3, 0.2], [0.0, -0.2, 0.3], [-0.2, 0.3, -0.4], [0.1, -0.2, 0.2], [0.3, 0.0, -0.1], [0.1, -0.4, 0.2], [-0.5, 0.2, 0.1], [-0.1, -0.3, 0.2], [0.1, -0.4, -0.2], [0.4, -0.1, -0.1], [-0.2, 0.1, -0.2], [0.0, -0.1, -0.1], [-0.1, 0.0, 0.0], [0.1, 0.0, 0.2], [0.0, 0.0, -0.1], [-0.1, 0.1, -0.1], [0.0, 0.1, 0.0], [0.0, 0.0, 0.0], [0.0, 0.1, 0.0], [0.1, -0.1, 0.1], [0.0, 0.0, -0.1], [0.0, 0.0, -0.1], [-0.1, 0.0, 0.1], [0.0, 0.0, 0.0], [0.0, 0.0, 0.1], [0.0, 0.0, 0.0], [-0.1, -0.1, -0.1], [0.0, -0.1, 0.1], [0.2, 0.1, -0.1], [-0.1, 0.0, 0.0], [0.0, 0.1, 0.2], [0.0, 0.1, 0.0], [0.0, 0.0, 0.0], [0.0, 0.0, 0.1], [0.0, 0.0, -0.2], [0.0, 0.0, 0.0], [-0.1, 0.0, 0.0], [0.1, 0.1, 0.1], [0.0, -0.1, 0.0], [0.0, 0.0, 0.0], [0.0, 0.0, 0.0], [0.1, -0.2, 0.0], [-0.1, 0.0, -0.1], [-0.1, 0.1, 0.3], [0.1, -0.1, -0.1], [0.0, 0.0, -0.2], [0.0, 0.1, 0.0], [0.0, 0.0, 0.0], [0.0, 0.0, -0.1], [0.1, 0.0, 0.2], [0.0, -0.1, 0.0], [0.1, 0.0, -0.1], [-0.1, 0.2, 0.0], [0.0, -0.1, 0.0], [0.0, 0.0, 0.0], [0.0, 0.0, 0.1], [0.0, -0.1, 0.1], [-0.1, 0.0, 0.0], [0.1, 0.2, 0.0], [0.0, -0.1, 0.0], [0.0, 0.1, -0.2], [0.0, 0.0, -0.1], [0.0, 0.0, 0.0], [0.0, 0.0, -0.1], [0.1, 0.0, 0.1], [-0.1, 0.0, 0.0], [0.0, -0.1, 0.0], [0.0, 0.2, -0.1], [0.0, -0.1, 0.1], [0.0, 0.0, 0.0], [0.0, 0.0, 0.1], [0.0, -0.2, 0.0], [0.1, 0.0, 0.1], [-0.1, 0.1, -0.2], [0.0, -0.1, 0.1], [0.0, 0.1, 0.1], [0.0, 0.1, 0.0], [0.0, 0.0, 0.0], [0.0, 0.0, 0.1], [-0.1, -0.1, -0.1], [0.0, 0.0, 0.1], [0.0, 0.0, 0.1], [0.0, 0.2, -0.1], [0.0, -0.1, 0.0], [0.0, 0.0, 0.0], [0.0, 0.0, 0.0]],
  "homo_ha": -0.3474,
  "e_tot_ha": -2087.0845,
  "orbital_gap_ev": 9.9,
  "max_force_ha_per_bohr": 0.068,
  "smiles": "C=CC[C@@H]1C(=O)O[C@@](CN)(CCC(N)=O)[C@@H]1CCO.CCOCC.CCOCC.CCOCC.CCOCC.CCOCC"
}

***

(2)
{
  "formula": "C33H72N4O5",
  "method": "wB97M-V/def2-TZVPD",
  "elements": ["C", "C", "C", "C", "C", "C", "N", "O", "C", "C", "C", "H", "H", "H", "H", "H", "H", "H", "H", "H", "H", "H", "H", "H", "H", "H", "H", "H", "H", "H", "C", "C", "C", "C", "C", "C", "N", "O", "C", "C", "C", "H", "H", "H", "H", "H", "H", "H", "H", "H", "H", "H", "H", "H", "H", "H", "H", "H", "H", "H", "C", "C", "C", "C", "C", "C", "N", "O", "C", "C", "C", "H", "H", "H", "H", "H", "H", "H", "H", "H", "H", "H", "H", "H", "H", "H", "H", "H", "H", "H", "C", "O", "C", "C", "N", "C", "C", "O", "C", "H", "H", "H", "H", "H", "H", "H", "H", "H", "H", "H", "H", "H", "H", "H"],
  "positions_angstrom": [[-0.926, 2.028, -2.931], [-0.282, 2.344, -4.290], [1.109, 1.676, -4.452], [1.613, 1.351, -5.843], [0.587, 0.675, -6.768], [-0.725, 1.403, -6.701], [-1.199, 1.939, -5.414], [-2.411, 2.628, -5.383], [-0.715, 2.648, -7.673], [-1.784, 0.400, -7.224], [0.105, 3.878, -4.417], [-0.954, 0.940, -2.862], [-1.911, 2.451, -2.735], [-0.223, 2.439, -2.207], [1.827, 1.983, -3.692], [0.961, 0.729, -3.933], [2.565, 0.835, -5.718], [1.817, 2.380, -6.141], [0.634, -0.413, -6.809], [1.091, 0.955, -7.693], [-0.479, 2.193, -8.635], [-1.676, 3.149, -7.793], [0.045, 3.275, -7.210], [-1.425, 0.173, -8.227], [-1.787, -0.558, -6.705], [-2.824, 0.712, -7.120], [0.577, 4.330, -3.545], [-0.845, 4.414, -4.430], [0.662, 4.104, -5.326], [-3.083, 2.034, -5.040], [1.387, 4.297, 2.637], [1.514, 2.743, 2.313], [1.084, 2.050, 3.613], [0.794, 0.485, 3.408], [-0.208, 0.441, 2.271], [0.075, 1.165, 0.912], [0.673, 2.499, 1.142], [1.254, 3.152, -0.017], [0.855, 0.259, -0.036], [-1.390, 1.345, 0.324], [3.020, 2.454, 2.036], [1.924, 4.900, 1.905], [1.368, 4.558, 3.695], [0.353, 4.577, 2.432], [1.839, 2.070, 4.399], [0.169, 2.451, 4.050], [0.419, 0.142, 4.372], [1.678, -0.115, 3.191], [-1.196, 0.693, 2.657], [-0.336, -0.598, 1.966], [0.659, 0.324, -1.106], [1.895, 0.530, 0.143], [0.926, -0.800, 0.208], [-1.724, 0.492, -0.268], [-2.151, 1.733, 1.000], [-1.197, 2.191, -0.336], [3.212, 1.423, 1.739], [3.695, 2.801, 2.818], [3.314, 3.042, 1.167], [0.519, 3.605, -0.436], [1.757, -4.617, 1.528], [3.234, -4.861, 1.763], [4.175, -3.758, 1.186], [4.125, -2.353, 1.837], [4.328, -2.521, 3.353], [3.496, -3.700, 4.024], [3.548, -4.902, 3.194], [2.835, -5.978, 3.829], [4.299, -3.939, 5.375], [2.082, -3.183, 4.305], [3.531, -6.279, 1.175], [1.548, -4.801, 0.475], [1.422, -3.609, 1.772], [1.155, -5.213, 2.214], [5.198, -4.108, 1.045], [3.910, -3.529, 0.154], [3.149, -1.952, 1.565], [4.890, -1.693, 1.427], [4.135, -1.526, 3.753], [5.323, -2.961, 3.430], [5.095, -4.636, 5.109], [4.770, -3.071, 5.836], [3.549, -4.441, 5.986], [2.136, -2.392, 5.053], [1.599, -2.452, 3.655], [1.362, -3.902, 4.695], [4.531, -6.681, 1.334], [3.443, -6.105, 0.102], [2.804, -7.066, 1.374], [3.583, -6.479, 4.164], [-3.414, 3.954, 2.197], [-4.442, 2.994, 2.098], [-5.290, 3.079, 1.031], [-6.121, 1.795, 0.930], [-5.155, 0.712, 0.928], [-5.699, -0.583, 1.282], [-4.624, -1.709, 0.993], [-5.178, -2.911, 1.243], [-4.410, -4.049, 0.869], [-2.477, 3.804, 2.734], [-3.898, 4.764, 2.743], [-3.288, 4.527, 1.278], [-4.841, 3.280, 0.058], [-5.974, 3.918, 1.162], [-6.827, 1.740, 0.101], [-6.737, 1.790, 1.829], [-4.399, 0.843, 1.585], [-6.570, -0.529, 0.630], [-5.904, -0.613, 2.352], [-3.780, -1.508, 1.652], [-4.137, -1.648, 0.020], [-4.849, -4.955, 1.287], [-3.423, -3.731, 1.207], [-4.346, -4.261, -0.198]],
  "forces_ev_per_angstrom": [[1.1, 0.1, -0.8], [0.7, 2.1, -1.7], [-1.7, -3.3, 2.1], [-0.1, 1.2, 1.6], [2.6, 1.6, 0.4], [-3.7, 1.1, -1.0], [2.1, -1.9, 2.8], [0.3, 0.6, -0.8], [0.4, -1.7, 0.3], [0.4, -0.3, 0.3], [-1.9, -0.1, 0.4], [-0.2, 0.0, 0.3], [0.1, 0.1, -0.3], [-0.1, -0.3, 0.3], [0.3, 1.4, -0.6], [-0.3, -1.0, -0.2], [-0.1, -0.1, -0.4], [0.4, -0.2, -1.3], [-0.6, 0.0, 0.8], [-0.7, -0.2, -0.7], [0.5, 0.7, -0.3], [0.1, -0.1, 0.5], [0.0, 0.4, -0.9], [-0.8, 0.0, -0.4], [0.5, 0.0, 0.4], [0.1, 0.5, -0.7], [0.6, -0.5, 0.1], [-0.1, 0.3, -0.5], [0.0, -0.1, 0.1], [0.1, -0.4, 0.1], [-1.4, -0.7, -0.9], [1.5, 2.0, 1.0], [-0.3, -2.8, -0.4], [0.2, 2.3, -0.3], [-0.1, -1.2, 0.1], [-2.0, -0.6, 0.5], [-1.0, -0.2, 0.5], [-0.1, -1.2, 0.7], [1.9, 0.0, 0.3], [1.6, 1.3, -0.5], [-0.3, 0.4, -0.8], [0.6, 0.1, 0.7], [1.3, 0.0, 0.0], [-0.4, -0.3, -0.4], [0.3, 0.7, -0.3], [-0.1, 0.3, -0.3], [-0.4, -0.3, -0.2], [0.3, 0.3, -0.1], [0.1, 0.5, 0.0], [-0.1, -0.2, 0.0], [-0.2, 0.4, 0.2], [0.3, 0.2, -0.6], [-0.9, -0.1, 0.3], [-0.1, 0.0, 0.2], [0.2, -0.5, 0.3], [-0.6, -0.2, -0.6], [0.0, -0.2, 0.4], [-0.3, -0.3, 0.3], [-0.1, 0.0, -0.1], [-0.3, 0.2, 0.2], [-0.5, 0.8, -0.1], [0.5, -0.4, 1.0], [-0.2, 0.5, -1.3], [-0.5, -1.8, 0.6], [-0.6, -1.4, -1.6], [0.3, 2.4, 0.0], [1.1, -0.1, 0.4], [0.2, 0.7, 0.0], [-1.4, -1.1, -1.4], [-0.4, 1.2, 1.3], [0.1, 0.9, -1.0], [-0.4, -0.2, 0.1], [0.3, 0.2, -0.3], [0.1, -0.5, -0.4], [0.1, -0.3, 0.7], [-0.5, -0.5, -0.3], [-0.1, 0.4, 0.3], [0.0, -0.1, -0.1], [0.4, -0.4, 1.0], [0.5, 1.0, 0.3], [0.1, -0.1, 0.2], [-0.6, 0.2, -0.1], [0.5, 0.0, 0.7], [0.6, -0.4, 1.1], [0.0, -0.9, -1.5], [0.1, -0.2, -0.3], [0.1, 0.3, 0.4], [0.1, -0.2, -0.3], [-0.1, 0.4, 0.5], [-0.1, -0.4, 0.1], [-1.8, 2.8, 0.0], [2.0, -1.6, 1.0], [-1.9, 0.6, -1.7], [1.3, 0.1, 1.5], [0.8, -0.6, -0.2], [1.1, 0.1, -1.3], [-0.2, 2.4, -0.2], [-1.9, -2.5, 0.0], [0.3, 1.1, 0.2], [-0.2, -1.3, -0.3], [0.1, 0.4, 0.7], [0.7, -0.8, -0.7], [0.8, -0.2, 0.0], [-0.3, 0.3, 0.2], [0.4, 0.2, -0.3], [-0.3, -0.2, 0.4], [0.0, 1.0, -0.1], [-0.5, -1.6, 0.4], [-0.7, -0.3, 0.1], [0.3, 0.1, 0.7], [-0.5, 0.2, -0.7], [0.3, 0.3, 0.6], [0.6, -1.2, 0.2], [-0.2, 0.6, -0.4]],
  "homo_ha": -0.2863,
  "e_tot_ha": -1895.4094,
  "relative_energy_ev": 0.9598,
  "orbital_gap_ev": 8.3,
  "max_force_ha_per_bohr": 0.083,
  "smiles": "CC1(C)CCCC(C)(C)N1O.CC1(C)CCCC(C)(C)N1O.CC1(C)CCCC(C)(C)N1O.COCCNCCOC"
}